Formula: C17H33BCl12INO4PS
Source: the OMol25 dataset
Level of theory: ωB97M-V/def2-TZVPD

Output
- HOMO-LUMO gap (eV) = 6.12
- net charge = -1
- LUMO level (eV) = 1.684
- HOMO energy (eV) = -4.4
- maximum force (eV/Å) = 5.04

```
71
C17H33BCl12INO4PS (ωB97M-V/def2-TZVPD)
C -1.74433 2.47100 1.83570
C 2.09101 5.00173 -0.23005
H -2.67492 3.10532 1.43924
H 0.06951 3.39195 2.46768
C 1.65104 -1.51574 5.55697
H -0.15306 -1.67574 2.97673
Cl 2.48072 5.98550 1.19119
Cl 2.91823 3.43692 -0.14932
H 1.03000 1.02769 0.72980
H 2.44552 -0.18945 3.87945
C 1.24782 -1.08144 -0.24259
Cl 1.03624 4.04543 -7.59300
Cl 1.29542 1.43309 -4.13456
O 0.44816 -0.93560 -1.46870
C -3.46024 -3.31196 1.87173
C -4.68700 -4.19327 2.58778
H 2.07249 0.76135 5.47127
C -0.79809 -0.17571 1.38653
H 2.10032 -3.23911 -0.46144
C -1.69670 1.11288 0.91987
H -4.10206 -2.32004 -1.64457
Cl 6.65800 -1.47977 -4.13228
Cl 2.15800 0.03699 -6.54085
Cl 2.52596 5.85922 -1.71839
H -1.45548 0.86271 -1.42871
H -1.96675 2.28524 2.98123
C 7.10062 -1.01425 -2.48092
C -4.10394 -1.84969 1.50387
H 2.58146 -1.53687 6.28827
Cl 7.48366 -2.44752 -1.51210
C 1.64803 -0.08442 4.75669
Cl -1.77599 3.29894 -7.46076
C 2.60062 0.50251 -4.88949
P -3.91459 -0.97819 -1.12920
H 0.70565 -1.70783 6.22312
H 3.49125 1.13432 -4.93679
H -2.57250 -3.15432 2.62694
O -5.39421 -0.33993 -1.06721
H 1.78402 -2.41826 4.80181
C -0.16535 2.81454 -8.01811
H -0.92517 4.38517 1.52589
O -1.63326 -1.23474 0.72771
H -2.05981 2.61577 -0.88015
C 1.38903 -2.65138 0.28390
H 0.36081 -3.17769 0.47211
C -0.81295 -0.68117 2.94536
C 0.79387 -0.10967 0.99966
H -5.27359 -4.72065 1.71160
H 1.01745 -1.35451 -2.20482
Cl -0.17186 2.52941 -9.76689
H 2.35869 -0.75214 -0.52882
H -1.87567 -1.00582 3.34761
H -4.27771 -5.03713 3.29532
S -0.03530 0.49825 4.17515
O -3.08725 0.58497 0.89692
H -4.43051 -1.21022 2.44433
H 7.99125 -0.38244 -2.52822
H -5.11084 -2.05427 0.90251
B -3.09223 -0.88810 0.59704
H 0.10590 1.88128 -7.51801
N -0.53277 3.40105 1.61521
H -0.23349 2.10273 -0.68505
Cl 5.79542 -0.08368 -1.72599
H -5.36673 -3.48441 3.24255
H 1.01303 4.82137 -0.23898
I -2.83878 -4.49596 0.11363
Cl 2.98366 -0.93075 -3.92067
H 1.52506 -0.36239 1.90208
H -3.19219 -0.25039 -2.16434
H 2.00309 -2.57916 1.30500
C -1.34574 1.70847 -0.59845
```

Atomic partial charges in e from the Mulliken method, atoms 1 to 6:
1. C -1.339
2. C 0.272
3. H 0.400
4. H 0.223
5. C -0.882
6. H 0.266

***

Formula: C17H33Br2F3N2O6P3Y
Source: the OMol25 dataset
Level of theory: ωB97M-V/def2-TZVPD

Output
- HOMO-LUMO gap (eV) = 8.75
- net charge = 0
- LUMO level (eV) = -0.259
- HOMO energy (eV) = -9.0
- maximum force (eV/Å) = 0.72

```
67
C17H33Br2F3N2O6P3Y (ωB97M-V/def2-TZVPD)
H 2.15287 4.10481 -2.32790
H -2.80193 0.17475 -3.07339
H -1.30803 -1.72059 4.28226
C 0.13775 -0.20424 4.78708
O 2.43874 -2.42932 1.49548
H -1.79843 0.10628 0.95968
C 1.47840 -0.24954 -2.92915
H 0.95622 3.75340 -0.16337
C -0.55162 -1.03725 3.92398
O 2.65568 -2.29517 -1.00078
Br -0.21778 -0.25766 6.63829
C 1.30962 0.66882 2.91761
H -1.15787 4.97497 -0.92865
C -0.34453 4.70241 -1.59614
H -1.10694 1.94861 -2.97201
F 0.96633 -1.47605 -3.42488
H -2.81719 0.03177 -1.31574
H 1.25628 -4.09993 2.15077
H -3.47388 2.55558 -3.00801
P 2.80220 -3.28344 0.12701
C 1.50335 -5.51146 -0.83170
H -0.14744 -3.09370 -2.52236
O -0.15417 -1.92078 -0.29289
H 1.63666 1.33653 4.92985
H -0.76019 4.50983 -2.58693
C 1.26643 -4.30323 0.07181
N 0.97251 -4.80755 1.46773
H -2.62464 3.75001 -2.03237
H 0.31823 5.56572 -1.68746
H 1.46789 -5.67553 1.66300
P -0.31685 -3.42538 -0.40276
H -1.37215 -0.40489 -2.22998
H 2.24524 2.42404 -1.81863
C -2.90910 2.70193 -2.08433
H 3.23767 -2.05971 1.89932
H 2.04988 1.32833 2.48323
F 2.78397 -0.25922 -3.33476
C -2.25427 1.06765 1.20548
O 3.97097 -4.14709 0.33199
H -2.50835 1.06380 2.26784
H -3.18678 1.14415 0.64669
C -1.71072 1.75145 -2.07991
C -0.25287 -0.96385 2.57433
H -2.46021 3.58933 2.12293
O -0.52336 -3.77519 -1.93809
Br 3.61538 0.86815 0.35882
H -0.06754 -4.91006 1.48343
H 1.12549 2.89657 -3.09996
C -2.19768 0.30141 -2.17261
H -0.77767 -1.59329 1.86755
H -1.33406 4.41817 1.05491
H 1.75080 -5.17321 -1.83564
C 1.08343 0.66996 4.28464
H -0.49140 2.19981 1.59716
H -2.83923 3.74746 0.41087
C -1.32559 2.24447 0.88985
Y 1.45156 -0.45738 -0.51387
P -0.45282 1.93734 -0.72345
H 2.35041 -6.09143 -0.46129
F 0.88084 0.67297 -3.75198
C 0.47069 3.50149 -1.11481
C 1.56189 3.20421 -2.14836
N 0.66457 -0.13438 2.06696
H -3.58685 2.48881 -1.25772
H 0.61060 -6.13577 -0.89991
C -2.02843 3.58134 1.11868
O -1.31202 -4.08999 0.48255
```

Atomic partial charges in e from the natural (NBO) method, atoms 1 to 6:
1. H 0.214
2. H 0.214
3. H 0.240
4. C -0.040
5. O -1.033
6. H 0.219

***

Formula: C17H33Cl4O7S2
Source: the OMol25 dataset
Level of theory: ωB97M-V/def2-TZVPD

Output
- HOMO-LUMO gap (eV) = 5.75
- net charge = -1
- LUMO level (eV) = 2.209
- HOMO energy (eV) = -3.5
- maximum force (eV/Å) = 2.53

```
63
C17H33Cl4O7S2 (ωB97M-V/def2-TZVPD)
C -19.22242 -7.23204 -3.40703
H -27.13537 -5.11544 -5.31078
H -28.90791 -7.68093 -5.98833
H -23.06960 -9.33673 -1.84197
C -23.28110 -3.99632 -6.09688
H -23.31607 -10.82299 -0.89063
C -22.47724 -1.50790 -6.52449
H -23.69392 -2.70198 -4.42567
H -21.80530 -7.35620 -2.48373
H -22.09140 -1.18829 -5.55183
H -28.40122 -8.78677 -4.74469
H -19.97469 -5.20123 -3.68611
H -24.44559 -1.84108 -7.29902
H -22.97586 -4.84933 -5.50048
C -26.67013 -6.07080 -7.13645
C -22.50240 -9.19847 0.24190
C -20.18572 -6.07392 -3.06350
H -24.38012 -7.07705 -3.00204
C -27.45856 -5.05492 -6.34867
C -29.15442 -6.91511 -3.99650
S -21.51592 -7.69329 -4.76174
H -19.94955 -10.67018 0.34651
C -29.16445 -8.05579 -4.99976
C -19.68486 -7.70458 -4.77847
C -21.25530 -10.37588 -1.37865
H -25.60723 -5.84670 -7.05900
H -24.52437 -0.85379 -5.88341
H -29.23372 -7.25179 -2.96690
C -25.08175 -6.45991 -3.59906
H -18.17816 -6.92599 -3.39961
H -22.38780 -5.91628 -3.35834
C -24.10479 -2.91058 -5.41716
C -23.97362 -1.68655 -6.32352
C -20.31801 -9.84177 -0.25325
O -21.82923 -3.43163 -8.24308
Cl -30.37912 -5.63390 -4.36314
Cl -30.75046 -8.87113 -5.01234
H -19.57300 -9.19254 -0.70305
O -20.63233 -3.38805 -6.04403
H -20.84447 -10.07202 -2.34033
H -25.11346 -3.29891 -5.30388
H -24.59522 -5.65444 -4.18840
H -21.11508 -11.45977 -1.35693
H -28.52888 -5.23516 -6.39425
C -21.57863 -6.63617 -3.27039
C -22.66850 -9.96473 -1.04545
S -21.83502 -3.16258 -6.82514
H -19.32168 -8.13434 -2.79570
O -25.98924 -7.28550 -4.22432
O -23.36214 -8.69066 0.90200
H -28.17512 -6.43720 -4.05932
H -25.62093 -5.90341 -2.79289
H -20.10635 -5.66679 -2.05346
H -23.80164 -4.28396 -7.01248
O -21.24264 -9.26887 0.71591
Cl -27.04344 -6.14467 -8.88696
H -22.05181 -0.85744 -7.28595
H -26.72559 -7.08315 -6.74043
H -19.41916 -6.98802 -5.55937
Cl -27.14635 -3.42639 -7.04466
O -21.96586 -7.01374 -5.95189
O -22.06400 -8.99586 -4.41485
H -19.35303 -8.67543 -5.14404
```

Atomic partial charges in e from the natural (NBO) method, atoms 1 to 6:
1. C -0.408
2. H 0.259
3. H 0.212
4. H 0.275
5. C -0.659
6. H 0.247

***

Formula: C17H33ClNO9S2Si
Source: the OMol25 dataset
Level of theory: ωB97M-V/def2-TZVPD

Output
- HOMO-LUMO gap (eV) = 6.60
- net charge = +1
- LUMO level (eV) = -5.234
- HOMO energy (eV) = -11.8
- maximum force (eV/Å) = 4.07

```
64
C17H33ClNO9S2Si (ωB97M-V/def2-TZVPD)
S -7.09650 1.50348 5.20249
C 3.11374 3.56865 -4.83234
H 4.51048 1.97788 -4.38177
H -2.60299 -3.11050 -2.57044
H 6.75578 -1.90500 -2.51190
H 2.56411 -2.08810 0.52079
Cl -4.46695 0.73432 -0.07911
H 3.69044 0.15188 -0.13329
Si 5.21179 -1.84597 -0.53307
N -3.37431 -0.55645 -0.31062
H -6.02615 -0.41040 3.11084
O -8.04071 1.32176 3.91047
H -7.62588 -0.96875 2.64544
H 5.05323 -1.38352 -3.06280
C -2.40853 -0.75237 0.67109
C -2.55432 -2.44862 -1.67208
H 2.33469 3.76342 -5.57082
H 1.36293 -4.50380 0.81128
C -6.86249 -0.21798 2.43559
C -0.39154 -3.78958 -0.80588
H 4.00267 2.04226 -6.07206
H 4.47455 -0.52660 1.43650
H 6.15191 -0.20926 -2.24501
H -6.50778 -0.34870 1.41230
O -6.61706 0.21445 5.60592
C 2.20276 4.40912 -1.12913
H -8.76047 2.97129 5.99195
H 7.50177 -1.57685 0.33677
H 7.23746 -3.35214 -0.04472
O -0.68311 -4.94953 -0.83299
H 2.66630 4.52163 -0.14998
C 4.61521 -0.26514 0.34184
H -2.35683 -0.06557 1.55374
S 3.45633 3.89364 -2.26350
H -6.63491 1.93806 2.50538
C 1.83603 -4.04770 -0.10594
O 4.34603 4.99092 -2.49863
C -1.40222 -1.82070 0.55386
H 6.52211 -2.53921 1.49553
C -8.35606 2.01872 6.32804
C 6.76710 -2.43890 0.39985
O 3.93900 2.60557 -1.85772
O -6.20049 2.59939 4.96913
C 3.66380 2.17044 -5.04273
H 3.88982 4.32443 -4.97532
H -7.89885 2.12931 7.31032
H 2.27319 -4.84409 -0.77876
C 5.83889 -1.29059 -2.26776
C -7.41459 1.18180 2.63673
H -9.13152 1.25563 6.36115
H -0.62348 -1.95730 1.33643
H 2.90329 1.41886 -4.82153
H 1.79499 5.36077 -1.46368
C -1.50093 -2.67256 -0.66977
O 2.50242 3.71008 -3.54334
O 4.01024 -3.05477 -0.75100
O 0.89327 -3.29214 -0.93077
H -8.18187 1.37721 1.88586
H 3.47170 -3.49139 1.25266
H 5.47316 0.46941 0.28690
H 1.42840 3.64522 -1.08993
H -4.28889 -1.11037 -2.16567
C 3.03758 -3.08138 0.28617
C -3.48771 -1.35370 -1.43092
```

Atomic partial charges in e from the natural (NBO) method, atoms 1 to 6:
1. S 2.369
2. C -0.080
3. H 0.227
4. H 0.291
5. H 0.240
6. H 0.176

***

> Among the records above, which one has the highest HOMO-LUMO gap?

C17H33Br2F3N2O6P3Y

***

> LUMO level of number 1 (C17H33BCl12INO4PS)?

1.684 eV